Formula: C2H2Br3P
Source: the OMol25 dataset
Level of theory: ωB97M-V/def2-TZVPD

XYZ file:
```
8
Properties=species:S:1:pos:R:3:forces:R:3
C 0.202 -0.009 0.575 1.313 0.245 0.177
C 1.339 0.145 1.541 0.968 -0.338 -2.773
P 0.803 -1.635 1.395 0.049 0.399 -0.193
Br 2.980 0.995 1.018 -0.621 -0.722 0.437
Br 5.275 1.023 -0.752 -0.966 -0.063 0.559
Br 2.229 -2.895 0.107 -0.635 1.218 0.623
H -0.782 0.246 0.891 -0.917 -0.384 0.903
H 0.230 0.381 -0.451 0.809 -0.354 0.266
```
Positions in Å, forces in eV/Å.

Calculated values
- 2S+1: 1
- Gap between HOMO and LUMO (spin up / spin down): 0.189 / 0.188 Eh
- Relative energy (zero: lowest compared OMol25 entry of this formula, charge and spin): 95.5 kcal/mol

Results of the Löwdin charge analysis, in e, for atoms 1 through 6: atom 1 (C): -0.419, atom 2 (C): -0.792, atom 3 (P): 0.579, atom 4 (Br): 0.604, atom 5 (Br): -0.306, atom 6 (Br): 0.187



Formula: C13H15NV
Source: the OMol25 dataset
Level of theory: ωB97M-V/def2-TZVPD

XYZ file:
```
30
Properties=species:S:1:pos:R:3:forces:R:3
C 0.279 -2.273 -2.086 0.124 -0.327 -1.301
C 0.601 -1.015 -2.672 0.127 -0.564 -0.928
C -0.626 -0.334 -2.969 0.865 0.326 -0.782
C -1.725 -1.201 -2.632 -0.799 0.425 -0.204
C -1.157 -2.400 -2.080 0.047 -1.410 0.216
V -0.706 -0.778 -0.998 0.714 3.614 4.770
N 2.525 -0.664 0.795 -1.400 -0.414 -0.477
C 3.888 -0.663 0.971 1.415 1.535 -0.878
C 3.732 0.679 0.129 -2.816 -1.165 0.582
H -0.649 0.715 -3.259 -0.228 -0.377 -0.144
H 1.617 -0.715 -2.972 -0.725 0.125 0.626
H -2.755 -0.868 -2.474 0.233 -0.325 -0.612
H -1.690 -3.222 -1.625 -0.068 -0.079 -0.334
H 1.010 -3.047 -1.856 -0.344 0.303 0.206
H 3.502 0.925 -0.928 0.854 -1.611 0.271
H 4.477 -1.428 0.397 -0.153 0.631 1.136
H 2.242 -1.646 0.467 0.297 2.249 -1.027
H 3.376 1.619 0.603 0.311 -1.103 0.678
H 4.036 -0.445 2.034 1.433 -0.163 -0.347
C -2.558 2.061 2.814 0.622 0.164 0.079
C -1.321 2.508 2.359 0.229 -0.026 -0.313
C -0.634 1.871 1.305 -0.840 0.872 1.543
C -1.201 0.744 0.763 0.452 -2.689 -3.453
C -2.477 0.304 1.124 0.811 1.416 1.046
C -3.099 0.968 2.178 -1.577 -1.005 0.057
H -3.070 2.543 3.662 0.310 -0.279 -0.546
H -0.879 3.356 2.843 0.227 0.447 0.109
H 0.296 2.324 0.978 0.078 -0.391 -0.043
H -2.977 -0.501 0.601 -0.106 -0.303 0.102
H -4.055 0.585 2.527 -0.090 0.124 -0.032
```
Positions in Å, forces in eV/Å.

Calculated values
- 2S+1: 2
- Gap between HOMO and LUMO (spin up / spin down): 0.276 / 0.265 Eh

Results of the Löwdin charge analysis, in e, for atoms 1 through 6: atom 1 (C): -0.199, atom 2 (C): -0.169, atom 3 (C): -0.200, atom 4 (C): -0.223, atom 5 (C): -0.228, atom 6 (V): 0.814



What is the 2S+1 in the second record? 2



Which value of 2S+1 does entry 2 give? 2



Repeat the second record exactly.
Formula: C13H15NV
Source: the OMol25 dataset
Level of theory: ωB97M-V/def2-TZVPD

XYZ file:
```
30
Properties=species:S:1:pos:R:3:forces:R:3
C 0.279 -2.273 -2.086 0.124 -0.327 -1.301
C 0.601 -1.015 -2.672 0.127 -0.564 -0.928
C -0.626 -0.334 -2.969 0.865 0.326 -0.782
C -1.725 -1.201 -2.632 -0.799 0.425 -0.204
C -1.157 -2.400 -2.080 0.047 -1.410 0.216
V -0.706 -0.778 -0.998 0.714 3.614 4.770
N 2.525 -0.664 0.795 -1.400 -0.414 -0.477
C 3.888 -0.663 0.971 1.415 1.535 -0.878
C 3.732 0.679 0.129 -2.816 -1.165 0.582
H -0.649 0.715 -3.259 -0.228 -0.377 -0.144
H 1.617 -0.715 -2.972 -0.725 0.125 0.626
H -2.755 -0.868 -2.474 0.233 -0.325 -0.612
H -1.690 -3.222 -1.625 -0.068 -0.079 -0.334
H 1.010 -3.047 -1.856 -0.344 0.303 0.206
H 3.502 0.925 -0.928 0.854 -1.611 0.271
H 4.477 -1.428 0.397 -0.153 0.631 1.136
H 2.242 -1.646 0.467 0.297 2.249 -1.027
H 3.376 1.619 0.603 0.311 -1.103 0.678
H 4.036 -0.445 2.034 1.433 -0.163 -0.347
C -2.558 2.061 2.814 0.622 0.164 0.079
C -1.321 2.508 2.359 0.229 -0.026 -0.313
C -0.634 1.871 1.305 -0.840 0.872 1.543
C -1.201 0.744 0.763 0.452 -2.689 -3.453
C -2.477 0.304 1.124 0.811 1.416 1.046
C -3.099 0.968 2.178 -1.577 -1.005 0.057
H -3.070 2.543 3.662 0.310 -0.279 -0.546
H -0.879 3.356 2.843 0.227 0.447 0.109
H 0.296 2.324 0.978 0.078 -0.391 -0.043
H -2.977 -0.501 0.601 -0.106 -0.303 0.102
H -4.055 0.585 2.527 -0.090 0.124 -0.032
```
Positions in Å, forces in eV/Å.

Calculated values
- 2S+1: 2
- Gap between HOMO and LUMO (spin up / spin down): 0.276 / 0.265 Eh

Results of the Löwdin charge analysis, in e, for atoms 1 through 6: atom 1 (C): -0.199, atom 2 (C): -0.169, atom 3 (C): -0.200, atom 4 (C): -0.223, atom 5 (C): -0.228, atom 6 (V): 0.814



What is the 2S+1 in the first record? 1